Record 1
One molecule with the formula C10H14N4O at a distorted geometry. Source: the Open Molecules 2025 dataset; level of theory: ωB97M-V/def2-TZVPD.

Element x y z (Å)
C -3.10662 -1.92698 -1.06474
O -2.90976 -0.61212 -0.88877
C -1.92370 -0.14227 -0.03744
C -2.10087 1.25292 0.28178
C -1.20045 1.91145 1.17504
N -0.05294 2.21326 0.29462
C 0.91623 1.35078 0.00398
N 1.75959 1.59920 -1.03509
C 2.24140 0.58953 -1.75049
C 2.23231 -0.70753 -1.37583
N 1.60068 -0.89740 -0.14494
C 1.65734 -2.10130 0.60733
C 1.16843 -1.74837 1.81184
N 0.65759 -0.46040 1.80298
C 1.12317 0.09230 0.65532
H -2.35924 -2.41753 -1.71291
H -2.73332 -2.37034 -0.08886
H -4.05081 -2.28390 -1.39619
H -0.80007 -0.48515 -0.43450
H -1.87224 -0.55050 0.94573
H -3.10592 1.18925 0.70749
H -2.20763 1.89658 -0.61974
H -0.67133 1.37865 1.98221
H -1.46666 2.98746 1.44622
H -0.42556 2.55853 -0.59141
H 2.86252 0.90936 -2.52956
H 2.70910 -1.51737 -1.82750
H 2.41506 -2.79238 0.16864
H 1.18622 -2.21139 2.79683

Electronic energy, hartree: -683.5883
LUMO energy, eV: 0.6
2S+1: 1
Orbital gap, eV: 8.43
Charge: 0

Record 2
One molecule with the formula C4H9NS at a distorted geometry. Source: the Open Molecules 2025 dataset; level of theory: ωB97M-V/def2-TZVPD.

Element x y z (Å)
C 0.63012 -0.68506 2.62245
C 1.00813 0.47220 1.64826
N 0.52797 0.94656 0.58686
S -0.83005 0.19199 -0.18039
C -0.45076 0.36706 -1.95245
C -0.03537 -1.09994 -2.34839
H 0.86258 -1.67719 2.23162
H 1.35283 -0.42911 3.48138
H -0.34638 -0.60231 3.10377
H 1.66345 1.20963 2.07426
H -1.38913 0.65421 -2.48553
H 0.31538 1.07740 -2.16171
H -0.89321 -1.77030 -2.51317
H 0.50133 -1.05821 -3.26806
H 0.60541 -1.42737 -1.50367

Electronic energy, hartree: -610.6891
LUMO energy, eV: 1.0
2S+1: 1
Orbital gap, eV: 9.20
Charge: 0

Record 3
A 4-piece molecular cluster, C24H53B2FN6O13P overall at a distorted geometry. Source: the Open Molecules 2025 dataset; level of theory: ωB97M-V/def2-TZVPD.

Element x y z (Å)
C -4.24039 -5.09563 2.14906
C -2.85172 -4.17778 1.98588
C -2.93453 -3.39976 0.50762
O -1.74302 -3.46612 -0.29082
C -0.62374 -2.63859 0.02856
C -0.64480 -1.04849 -0.48889
C -1.48059 -1.15515 -1.87793
C -1.09215 -2.21462 -3.03950
N -0.67223 -1.74921 -4.29365
C -1.54482 -0.07734 0.53614
B -1.63934 -0.47144 2.09635
O -0.64246 -0.43367 3.18239
O -2.97986 -0.85727 2.69195
N -1.55544 1.41850 0.12932
C -2.83980 2.05731 0.57946
C -3.95393 2.04963 -0.70398
C -3.00510 3.47847 1.24571
C -3.67515 3.35710 2.78208
C -0.22117 2.12424 0.12997
C -0.27093 3.64247 -0.58208
C -1.36768 3.94978 -1.71489
O -1.77465 3.21252 -2.75246
O -2.03020 5.30076 -1.67125
B 0.35679 2.60887 1.61758
N 1.58895 3.45016 1.88140
O -0.43781 2.52225 2.89688
C 0.87892 1.26566 -0.77944
O 0.48862 1.29060 -2.23387
C 2.39492 1.89549 -0.83995
O 3.34285 1.93077 0.09764
N 3.07754 2.38076 -2.14976
C 3.31981 3.86047 -2.14745
O 3.88678 4.60900 -1.20328
F 2.80522 4.61200 -3.35464
C 0.89947 -0.40646 -0.56370
C 1.77284 -0.90862 0.71054
C 2.71913 -2.26761 0.50465
N 4.02909 -2.24937 0.99920
P 1.88899 -0.91395 -2.17032
N 1.92950 -2.65245 -2.51017
O 3.63583 -0.62552 -1.97710
H -4.20260 -5.81563 3.07698
H -5.21085 -4.40489 2.18390
H -4.33620 -5.77565 1.19340
H -1.93602 -4.91343 1.97435
H -2.86417 -3.44435 2.89493
H -3.44002 -2.32295 0.59773
H -3.76545 -4.03421 -0.07679
H -0.29266 -2.81340 1.12496
H 0.28404 -3.10918 -0.59692
H -1.63310 -0.12555 -2.46300
H -2.61840 -1.45479 -1.64458
H -1.07918 -3.38480 -2.92253
H -0.67011 -0.69282 -4.30082
H -2.66004 -0.32760 0.15692
H -0.73150 -1.28071 3.74870
H -3.22108 -0.21785 3.42362
H -1.73285 1.35074 -0.93622
H -3.51570 1.36754 1.29725
H -3.93259 3.05288 -1.30152
H -5.07124 1.98738 -0.28181
H -3.83736 1.07938 -1.36163
H -3.82514 4.12539 0.66385
H -2.11720 4.19813 1.40897
H -3.33631 2.35954 3.29571
H -4.84502 3.34627 2.74683
H -3.26313 4.24574 3.44812
H 0.75808 3.94513 -1.10650
H -0.35885 4.51502 0.23239
H -2.92600 5.22272 -1.21277
H 2.33777 2.94076 2.39903
H 1.96151 3.93008 1.03680
H 0.22332 2.21702 3.58562
H 0.58914 2.16756 -2.65654
H 4.03525 1.94101 -2.21426
H 2.47636 -0.12517 1.20844
H 1.14302 -1.29206 1.65014
H 2.36416 -3.26448 0.01507
H 4.22587 -1.31429 1.45544
H 2.76617 -3.14922 -2.14017
H 1.77959 -2.82866 -3.53103
H 4.11068 -1.48063 -1.77408
C 6.82415 3.78123 -4.15117
O 6.68350 3.98309 -2.75698
H 7.84609 3.45744 -4.36191
H 6.12437 3.00945 -4.48091
H 6.62508 4.71780 -4.67770
H 5.76759 4.26962 -2.60054
C 1.94063 -5.97701 -3.91313
O 3.19325 -5.68822 -3.31998
H 1.23614 -5.18100 -3.66080
H 2.05401 -6.02971 -4.99869
H 1.56511 -6.92839 -3.52856
H 3.79719 -6.41117 -3.56100
C 0.04006 -0.90756 7.09850
O -0.10219 -2.10615 6.35862
H 0.21071 -0.08041 6.40546
H -0.87296 -0.71983 7.66879
H 0.89361 -0.99517 7.77512
H -0.25225 -2.82174 6.99962

Electronic energy, hartree: -2743.1416
LUMO energy, eV: -4.0
2S+1: 1
Orbital gap, eV: 6.68
Charge: +1

Record 4
C41H35N6OPSSc as an isolated structure at a distorted geometry. Source: the Open Molecules 2025 dataset; level of theory: ωB97M-V/def2-TZVPD.

Element x y z (Å)
Sc -0.39800 0.17308 -0.06247
O -0.76340 -0.42216 2.68867
C 0.19150 0.04082 2.05563
C 1.52790 0.15853 2.72229
C 1.66331 0.25751 4.10484
C 2.92487 0.30119 4.67412
C 4.05458 0.21399 3.86413
C 3.92357 0.10560 2.48845
C 2.65684 0.10664 1.90817
P 2.41351 0.01839 0.09606
C 3.79922 -0.98724 -0.51205
C 4.98987 -0.45992 -0.99728
C 6.00664 -1.31364 -1.40726
C 5.84063 -2.68987 -1.33927
C 4.64958 -3.22237 -0.86130
C 3.63290 -2.37267 -0.45527
C 2.81314 1.70490 -0.47522
C 2.79127 1.92511 -1.85415
C 3.07083 3.18052 -2.36788
C 3.36708 4.23186 -1.50588
C 3.39140 4.01804 -0.13623
C 3.11982 2.75541 0.38012
H 0.76945 0.29627 4.71587
H 3.03644 0.39164 5.74708
H 5.04185 0.23048 4.30798
H 4.80916 0.02975 1.86846
H 5.13474 0.61236 -1.05676
H 6.93228 -0.89718 -1.78265
H 6.63567 -3.34764 -1.66551
H 4.51078 -4.29476 -0.81362
H 2.69640 -2.78854 -0.09376
H 2.56115 1.10890 -2.53228
H 3.05206 3.34298 -3.43784
H 3.58054 5.21529 -1.90405
H 3.62033 4.83447 0.53616
H 3.13016 2.60026 1.45138
C 0.44487 -2.20193 -5.45050
C 0.62187 -2.56765 -4.12621
C 0.37153 -1.64621 -3.11698
C -0.05567 -0.36991 -3.43716
C -0.22173 0.01195 -4.76338
C 0.02626 -0.91071 -5.76332
N -0.27367 0.53792 -2.32950
N -0.54389 1.70733 -2.65684
C -0.68061 2.67029 -1.61039
C -0.96438 3.95239 -2.06672
C -1.10290 4.97723 -1.14294
C -0.94853 4.69555 0.20972
C -0.66955 3.39866 0.63872
C -0.52857 2.34234 -0.25738
H 0.63959 -2.91388 -6.24154
H 0.96548 -3.56188 -3.87110
H 0.54290 -1.92838 -2.08295
H -0.54398 1.01496 -4.99962
H -0.10420 -0.62043 -6.79750
H -1.06680 4.12706 -3.13078
H -1.32399 5.98371 -1.47193
H -1.04912 5.49309 0.93601
H -0.56634 3.21960 1.70398
N -3.41323 -1.09640 0.03934
C -4.71290 -0.80102 0.13436
C -4.84237 0.55545 -0.07476
C -3.53903 1.00618 -0.28648
N -2.66810 -0.00645 -0.22357
H -2.94493 -1.98332 0.17506
H -5.44293 -1.56490 0.34467
H -5.74732 1.13641 -0.06747
H -3.18677 2.00553 -0.48254
N -0.07449 -3.08752 2.73232
C -0.08839 -3.61074 1.50720
S -0.56967 -2.67571 0.15552
N 0.32517 -4.87971 1.40112
C 0.47532 -5.77611 0.29959
C -0.04745 -5.58159 -0.97028
C 0.16754 -6.55480 -1.94002
C 0.88508 -7.70730 -1.66160
C 1.39565 -7.89547 -0.38370
C 1.19117 -6.93479 0.58952
H -0.40357 -2.13492 2.87222
H 0.18017 -3.63459 3.53802
H 0.62241 -5.29759 2.27168
H -0.61852 -4.69834 -1.20672
H -0.24761 -6.40303 -2.92822
H 1.04027 -8.45528 -2.42686
H 1.95428 -8.78952 -0.14082
H 1.59569 -7.08605 1.58505

Electronic energy, hartree: -3487.2858
LUMO energy, eV: -3.1
2S+1: 1
Orbital gap, eV: 7.11
Charge: +1

Record 5
A 3-piece molecular cluster, C29H69BFN4O13P2Si overall at a distorted geometry. Source: the Open Molecules 2025 dataset; level of theory: ωB97M-V/def2-TZVPD.

Element x y z (Å)
C 1.81475 -2.95918 2.31667
C 1.00105 -4.10679 1.71767
O 0.75433 -3.85711 0.33601
C -0.55963 -3.45816 0.09382
C -0.66231 -2.75012 -1.23614
O -0.42782 -1.34414 -1.07649
C -1.61267 -0.67038 -0.78639
C -1.34703 0.65797 -0.01400
C -0.00665 0.44014 0.70176
C -1.49220 1.88707 -0.88012
C -0.48550 3.01906 -0.75277
C 0.95372 2.64619 -1.14432
O 1.76830 2.80512 0.02387
Si 3.34035 2.20755 -0.12931
C 3.45130 0.50829 -0.92137
C 4.44640 3.48229 -0.95807
C 3.96996 2.02494 1.63582
C -3.01078 2.30134 -0.70035
C -4.02367 1.43177 -1.46891
C -3.87056 1.55224 -2.99498
F -5.30364 1.85517 -1.14073
P -3.38291 4.09306 -0.68178
O -3.03095 4.61384 -1.98316
O -2.58541 4.78382 0.51110
O -4.92257 4.32288 -0.38177
C -3.21059 1.77214 0.73283
B -4.37586 2.24160 1.75229
O -4.32308 3.48760 2.29292
O -5.41995 1.44552 2.03594
N -2.34932 0.88717 1.08438
P -2.24240 -0.01181 2.66404
N -2.13081 1.24968 3.83464
O -3.73403 -0.65499 2.86679
H 1.58193 -2.85434 3.37482
H 1.61530 -2.02332 1.80696
H 2.86732 -3.20056 2.24710
H 0.07262 -4.20185 2.27684
H 1.56002 -5.02872 1.81274
H -1.25808 -4.30253 0.10832
H -0.90487 -2.74549 0.85133
H 0.04902 -3.17380 -1.93503
H -1.65016 -2.91558 -1.65709
H -2.31524 -1.25969 -0.19108
H -2.11827 -0.45661 -1.72921
H 0.82193 0.48724 0.02493
H 0.04718 -0.53475 1.15639
H 0.14423 1.15946 1.50223
H -1.45594 1.59182 -1.92749
H -0.47779 3.40417 0.26413
H -0.78368 3.84630 -1.38198
H 1.30437 3.37829 -1.86426
H 0.99392 1.63220 -1.53645
H 2.98356 0.41710 -1.89446
H 4.50458 0.26758 -1.02211
H 3.05298 -0.22803 -0.23072
H 4.10036 4.48792 -0.75206
H 5.41519 3.39747 -0.47364
H 4.56732 3.33368 -2.02463
H 4.09534 3.02079 2.04893
H 3.20327 1.55373 2.24466
H 4.90433 1.48243 1.68394
H -3.97856 0.40131 -1.13694
H -3.84558 0.55891 -3.42013
H -4.71104 2.12674 -3.35337
H -2.97967 2.12559 -3.21943
H -2.21151 5.60316 0.13604
H -4.99336 5.06405 0.24516
H -3.42569 3.76616 2.53318
H -5.49191 1.35618 3.00154
H -3.00897 1.26640 4.35408
H -1.94757 2.16060 3.42352
H -3.57191 -1.42178 3.44693
C -2.05776 -8.12112 5.39274
O -1.82381 -7.49242 6.63811
C -0.73901 -8.03840 7.38218
C 0.45966 -7.11182 7.38871
N 1.09250 -7.03713 6.07732
C 2.06261 -5.95572 5.92231
C 1.60301 -4.51584 6.13815
O 0.71850 -4.01518 5.14452
C -0.63280 -4.40369 5.29661
H -3.03447 -7.79402 5.03827
H -1.31102 -7.83822 4.64209
H -2.07347 -9.20926 5.49213
H -0.47062 -9.03502 7.02128
H -1.08946 -8.14334 8.41189
H 1.18952 -7.47761 8.11640
H 0.10617 -6.13045 7.73131
H 0.37732 -6.92850 5.37166
H 2.44978 -6.02563 4.90241
H 2.90514 -6.15123 6.59249
H 2.49362 -3.88590 6.07442
H 1.18724 -4.34778 7.13779
H -0.92729 -4.47155 6.34584
H -0.83367 -5.34983 4.78828
H -1.24834 -3.63995 4.81247
C 0.29153 2.39394 -8.57427
O 1.69753 2.39184 -8.42342
C 2.35200 3.54014 -8.95228
C 2.85518 4.45531 -7.85454
N 1.75934 5.11625 -7.15576
C 2.13512 5.77948 -5.90968
C 2.77073 4.95104 -4.79599
O 1.89777 4.02310 -4.16855
C 1.70435 2.80772 -4.87021
H -0.06229 1.38550 -8.36352
H -0.19671 3.07947 -7.87241
H 0.00042 2.65599 -9.59468
H 1.70859 4.07687 -9.65499
H 3.21810 3.17522 -9.51002
H 3.50675 5.21552 -8.29489
H 3.46395 3.84173 -7.17764
H 1.04012 4.43633 -6.95127
H 1.22363 6.22593 -5.50448
H 2.81034 6.60627 -6.15093
H 3.06276 5.64990 -4.00812
H 3.69369 4.45194 -5.11266
H 2.60872 2.48540 -5.39026
H 0.87344 2.88604 -5.57502
H 1.43670 2.04263 -4.13742

Electronic energy, hartree: -3440.3382
LUMO energy, eV: -4.0
2S+1: 1
Orbital gap, eV: 6.28
Charge: +1

Record 6
C14H12Cl3GeKN as an isolated structure at a distorted geometry. Source: the Open Molecules 2025 dataset; level of theory: ωB97M-V/def2-TZVPD.

Element x y z (Å)
K -0.84331 -0.00468 -3.57883
Ge -0.84331 -0.00468 -0.47303
C -0.82821 1.62552 0.54487
C -1.87381 1.91462 1.43117
C -1.85721 3.10232 2.16967
C -0.79711 4.00262 2.02417
C 0.24719 3.71592 1.13937
C 0.23229 2.52872 0.39997
C -0.81171 -1.62798 0.55567
C -1.85431 -1.92178 1.44377
C -1.82571 -3.10438 2.19007
C -0.75651 -3.99488 2.05037
C 0.28489 -3.70328 1.16367
C 0.25789 -2.52118 0.41647
H -0.83701 -0.01038 -2.02243
H -2.69881 1.22472 1.54927
H -2.66561 3.32482 2.85417
H -0.78501 4.92152 2.59597
H 1.06739 4.41302 1.02677
H 1.04429 2.31322 -0.28303
H -2.68621 -1.23958 1.55737
H -2.63181 -3.33068 2.87597
H -0.73521 -4.90978 2.62817
H 1.11209 -4.39278 1.05557
H 1.06769 -2.30198 -0.26783
Cl 4.83569 0.82202 -5.04333
C 4.24309 -0.00198 -3.57793
Cl 4.83779 -1.68228 -3.55813
Cl 4.83469 0.85612 -2.13193
C 2.77229 -0.00348 -3.57843
N 1.60829 -0.00468 -3.57883
H -3.11461 -0.00468 -3.57883

Electronic energy, hartree: -4652.3936
LUMO energy (alpha / beta), eV: -3.8 / -5.2
2S+1: 1
Orbital gap (alpha / beta), eV: 8.19 / 4.62
Charge: +1